Record 1
45
Properties=species:S:1:pos:R:3:forces:R:3 method="wB97M-V/def2-TZVPD" e_tot_ha=-1146.566719 total_charge=0
O -2.2136 -0.7254 1.4584 -0.81 0.10 -0.40
H -2.3916 -1.5994 1.8064 0.06 0.01 0.17
H -1.3056 -0.4934 1.6444 0.50 -0.08 0.27
O -0.8756 0.4156 -3.2376 -0.29 0.20 0.70
H -1.1006 1.2116 -3.6956 -0.01 0.72 -1.43
H -1.4506 0.5946 -2.4746 0.02 -0.90 0.57
O 2.5604 -2.6684 1.3044 0.33 -1.55 -0.13
H 2.2554 -1.8074 1.5074 -0.39 1.44 0.36
H 1.7034 -3.1164 1.1624 0.45 -0.12 0.04
O 2.0514 -0.1814 -3.1786 1.67 0.82 -2.13
H 1.9784 -0.5884 -2.3536 -0.10 -1.23 2.13
H 1.2434 0.2486 -3.3576 -1.58 0.49 -0.23
O -0.4686 2.3586 -1.1766 0.62 -0.55 -0.84
H -0.1446 2.4046 -2.0756 -0.25 -1.03 -1.14
H 0.1034 3.0426 -0.9016 1.13 1.53 1.94
O 1.2734 2.5506 1.9874 -0.41 1.36 0.03
H 0.3094 2.7426 1.9924 0.70 -0.67 0.22
H 1.4104 1.6366 1.7594 -0.29 -0.51 -0.04
O 2.2964 0.1226 1.2044 1.10 0.16 0.28
H 2.8154 -0.0404 1.9954 -0.37 -0.14 0.82
H 3.0114 0.5016 0.6864 -0.08 0.20 -1.01
O 0.0324 -0.1604 -0.2326 -1.37 -0.89 -0.64
H -0.2536 0.6616 -0.6406 0.18 0.21 -0.07
H 0.7584 0.0166 0.3334 1.16 0.29 0.78
O -1.5446 2.5656 1.6254 0.14 1.46 0.58
H -1.4006 3.3806 1.1164 -0.48 -0.06 0.23
H -1.4106 1.9046 0.9714 -0.06 -1.24 -0.89
O -1.1016 -2.5614 -1.1596 -1.87 -1.19 0.46
H -0.5206 -2.9024 -1.8226 0.82 0.13 -0.45
H -0.7606 -1.7904 -0.7356 0.97 1.63 -0.39
O -2.8126 0.6096 -0.8986 -0.87 1.38 -2.75
H -3.3966 0.2706 -1.6336 0.92 0.07 1.76
H -2.6026 -0.0204 -0.2306 -0.17 -1.57 0.92
O 2.9184 -1.8014 -1.2486 -0.37 0.93 -3.05
H 3.8354 -1.9754 -1.3676 1.02 -0.23 -0.26
H 2.7424 -1.9494 -0.3656 -0.49 -0.93 3.21
O 0.2574 -0.7774 3.1174 -0.06 2.34 0.65
H 0.1954 -1.6314 2.7764 0.01 -2.36 -1.08
H 0.9094 -0.8094 3.8114 0.19 0.05 0.45
O -2.7086 3.5616 -1.2896 0.79 -0.41 0.08
H -1.8576 3.0446 -1.3196 -1.19 0.98 -0.26
H -3.1566 2.9776 -0.6756 -0.76 -0.03 0.16
O -0.0066 -2.9994 1.2604 -0.16 -0.99 3.11
H -0.6226 -2.8064 0.5824 -1.13 0.01 -1.84
H -0.5526 -3.4184 1.9704 0.78 0.17 -0.90

Record 2
45
Properties=species:S:1:pos:R:3:forces:R:3 method="wB97M-V/def2-TZVPD" e_tot_ha=-1146.346862 total_charge=0
H -0.1266 -0.4741 0.5341 -0.53 0.22 0.29
H 0.2062 0.9644 0.8885 -2.39 -1.69 0.09
H 1.7410 -4.0368 0.5146 0.23 0.40 -0.58
H 1.5060 -5.4387 0.2666 0.33 0.62 -1.35
H 2.2354 4.5551 3.2319 -0.02 0.36 -1.30
H 1.9778 4.4077 1.6199 0.84 1.68 2.34
H -0.7863 3.1486 1.5917 -0.40 0.11 0.63
H -0.6138 3.6069 0.2037 -1.19 1.07 1.23
H -1.2661 0.1592 -1.1618 -2.24 -0.35 -0.89
H -2.8265 0.2597 -1.3629 0.04 0.04 0.20
H -0.8245 -1.6091 2.8715 -0.66 0.02 0.21
H -1.7707 -2.3925 2.0241 -0.13 -0.97 -1.01
H 1.8285 1.7287 0.4256 -0.17 0.84 -0.69
H 2.9518 1.0519 1.0336 1.91 -0.07 2.06
H 1.0657 -2.1589 -1.2858 -1.08 0.04 -1.55
H -0.2092 -1.6326 -2.0705 -0.36 0.05 0.46
H -1.2228 5.1747 3.6289 -0.37 -0.76 -0.30
H -1.5067 3.6659 3.5086 0.44 -1.95 1.40
H -2.6762 0.0710 1.7020 0.74 0.37 -0.70
H -3.0387 -0.7692 2.8635 -0.68 0.83 -0.59
H -1.5383 -3.0976 -2.9215 0.61 -1.34 0.91
H -0.7548 -4.4699 -2.6517 -0.16 0.59 -0.16
H 0.2351 0.8445 -1.1544 1.10 1.11 -2.68
H 0.6115 1.0000 -2.7629 -0.23 -0.66 0.37
H 3.5659 1.3161 -1.2553 -0.12 0.92 -1.07
H 3.5405 1.3592 -2.7965 0.06 0.49 0.53
H 2.7253 -1.1649 -3.4601 1.19 -0.26 0.12
H 1.5655 -0.6474 -4.0444 -1.32 2.24 -2.94
H -2.9649 -2.8994 0.8784 -1.62 0.27 0.05
H -1.9989 -3.4142 0.0634 3.69 -0.97 -1.43
O -0.6119 0.3318 0.8122 3.13 1.20 -0.25
O 1.7478 -4.6264 -0.2579 -0.52 -1.06 2.01
O 2.3455 5.0182 2.3659 -0.86 -1.96 -1.01
O -1.0429 3.9184 1.0773 2.15 -1.64 -3.77
O -2.0395 -0.1669 -1.7119 1.65 0.13 0.53
O -1.7733 -1.8060 2.7543 2.15 -0.23 1.40
O 2.3731 0.9548 0.3241 -1.44 -0.67 -1.18
O 0.5622 -2.1917 -2.1501 -0.37 -1.27 4.38
O -1.7021 4.4826 3.1313 -0.66 3.10 0.72
O -3.4251 -0.1162 2.2432 -1.21 -0.02 0.97
O -1.1890 -3.7166 -2.2267 -1.85 -0.47 -0.80
O 0.5732 1.4388 -1.9116 -0.69 -0.19 2.40
O 3.6767 1.9368 -2.0220 0.14 -1.28 0.34
O 1.7786 -1.2258 -3.3760 3.33 0.42 -0.49
O -2.9044 -3.3398 0.0249 -2.47 0.65 1.12

Record 3
45
Properties=species:S:1:pos:R:3:forces:R:3 method="wB97M-V/def2-TZVPD" e_tot_ha=-1146.589985 total_charge=0
O -4.4740 -17.5990 -7.6520 0.43 -0.15 -0.59
H -3.6230 -17.4140 -7.2340 -0.16 0.38 0.21
H -5.1000 -17.6590 -6.9360 -0.33 0.17 0.41
O -0.1700 -18.2410 -2.6620 0.81 0.04 0.84
H 0.4990 -18.6420 -2.0690 -0.59 0.63 -0.33
H -0.3120 -18.9630 -3.2810 -0.32 -0.63 -0.50
O -3.6530 -16.8880 -4.2460 0.44 1.53 -0.58
H -4.3880 -16.4740 -3.8080 -0.44 0.78 0.20
H -3.8010 -17.7610 -3.9590 -0.07 -2.51 0.60
O -2.6300 -19.9740 -8.9960 0.59 0.80 -0.12
H -2.6560 -20.0860 -9.9500 -0.11 -0.05 -0.06
H -2.2790 -19.0800 -8.8430 -0.44 -0.28 -0.10
O -2.7780 -21.8410 -7.1340 0.06 -0.24 0.41
H -3.5200 -22.3660 -7.4490 0.15 -0.19 -0.19
H -2.8020 -21.0160 -7.6450 0.22 -0.45 -0.46
O 1.5960 -21.2710 -6.0550 -0.21 -0.30 -0.16
H 1.8160 -21.0740 -5.1470 0.20 0.23 0.27
H 1.0580 -20.5250 -6.3680 0.27 -0.23 0.21
O -0.9060 -20.3690 -4.3060 -0.25 1.32 1.78
H -1.4880 -20.0470 -4.9770 -1.35 0.69 -0.45
H -0.5260 -21.0630 -4.7700 1.67 -2.46 -0.98
O 0.1110 -19.6030 -7.5360 -1.74 -0.58 0.35
H -0.2380 -20.2000 -8.2100 0.19 -0.09 -0.02
H 0.8410 -19.1390 -7.8900 1.33 0.94 -0.65
O -2.7150 -15.2310 -6.4670 1.12 -0.43 -0.31
H -3.3880 -14.7980 -5.9780 -1.33 0.75 0.30
H -2.2280 -15.6300 -5.7350 0.13 -0.39 -0.17
O 0.3740 -16.4000 -7.4830 0.56 0.00 -0.46
H -0.1510 -16.8100 -8.1710 -0.22 0.13 -0.09
H -0.1990 -16.3390 -6.7200 -0.29 -0.21 -0.18
O 1.9070 -17.9930 -5.1290 1.52 -0.56 0.12
H 1.0140 -17.7100 -5.2210 -1.11 0.48 -0.02
H 2.2670 -17.4950 -4.3860 -0.16 -0.13 -0.12
O -4.7580 -20.1220 -6.4000 -0.54 1.60 -0.07
H -4.1790 -20.8280 -6.6300 0.60 -1.38 0.38
H -4.2570 -19.3900 -6.8220 -0.74 -0.09 0.20
O -2.2050 -18.8640 -6.1110 -1.48 0.63 0.77
H -1.8600 -18.1980 -5.5080 -0.25 0.43 0.05
H -1.4450 -19.0890 -6.6030 1.82 -0.46 -1.30
O -4.4590 -19.6620 -3.6480 -0.26 0.10 0.36
H -5.2560 -20.1550 -3.4210 0.10 0.14 0.34
H -4.4750 -19.7540 -4.6080 0.19 -0.19 -0.80
O -0.6280 -16.6140 -5.0060 0.19 0.98 -0.32
H -0.8160 -16.8060 -4.0970 -0.26 -0.70 1.39
H -0.2170 -15.7390 -4.9300 0.08 -0.07 -0.15

Record 4
45
Properties=species:S:1:pos:R:3:forces:R:3 method="wB97M-V/def2-TZVPD" e_tot_ha=-1146.498379 total_charge=0
O -0.5291 2.1208 -0.1429 -2.54 -2.83 1.30
H -0.0184 1.2764 -0.1929 -0.03 0.77 -0.12
H -1.4180 1.6789 0.2676 2.61 1.85 -1.30
O 3.5401 -1.6710 0.3147 -0.42 1.65 0.78
H 4.4382 -1.3716 0.5747 -0.91 -0.23 -0.21
H 2.9198 -0.8620 0.4070 1.59 -1.75 -0.81
O -2.6965 2.0143 -3.2829 -3.91 -4.01 2.10
H -2.7305 1.0391 -2.8658 1.06 3.74 -1.80
H -1.8821 2.3911 -3.5001 2.54 0.17 -0.40
O -1.2255 -3.7070 -0.5928 1.38 0.46 -2.38
H -0.6370 -4.4413 -0.8453 -0.37 -0.30 0.82
H -1.0159 -3.1938 -1.4344 -0.89 -0.16 1.59
O 1.8128 -2.6740 -2.2745 -1.49 -0.19 -1.08
H 2.2863 -2.6870 -1.4519 1.47 -0.31 0.21
H 2.3464 -2.7591 -3.0782 0.32 -0.03 0.86
O -3.7854 -1.2989 2.2486 -1.58 3.97 2.28
H -3.0931 -1.8738 2.5173 1.00 -0.72 0.90
H -3.8700 -0.5134 3.0144 0.59 -3.41 -3.05
O 1.5664 -0.3615 -0.8699 -0.17 -0.30 -3.04
H 1.8945 0.0935 -1.7384 -0.77 -0.96 2.42
H 1.2966 -1.2770 -1.2457 0.41 2.38 0.80
O -0.1680 2.9696 -3.4168 -1.79 -1.52 1.55
H 0.6228 3.4448 -3.5388 1.57 0.78 0.01
H -0.2095 2.6841 -2.4611 0.32 0.73 -1.19
O -0.6105 -1.3789 4.7952 0.15 1.89 -1.13
H 0.1758 -1.1926 4.2244 -0.61 -0.44 0.63
H -1.0693 -0.4980 4.7022 0.51 -1.39 0.41
O -3.4969 1.0692 0.7775 1.07 0.72 1.55
H -3.7530 1.2813 -0.0851 -0.68 0.81 -2.11
H -3.7366 0.1641 0.8821 -0.22 -1.34 0.42
O 0.2822 -0.0604 -4.0349 1.59 -3.32 -1.01
H 0.0214 0.5409 -3.3797 -0.48 1.30 1.59
H 0.6856 -0.8848 -3.6099 -1.08 1.96 -0.60
O 1.0967 2.3650 4.3779 1.44 0.89 1.94
H 0.3468 2.8892 4.2161 -1.47 1.12 -0.30
H 1.0511 1.6705 3.7773 0.07 -2.05 -1.65
O 2.0149 3.0479 -1.5108 0.29 -0.34 -0.81
H 1.4458 3.3999 -0.8471 -1.18 0.39 0.77
H 2.8342 2.9868 -1.0377 0.90 -0.12 0.13
O -0.9025 -1.1539 0.8685 -0.91 -4.48 0.10
H -0.5886 -2.1861 0.7969 -0.89 3.67 0.03
H -1.8870 -1.3660 0.9790 1.80 0.95 -0.25
O 2.1757 -0.2843 2.9284 0.86 -2.47 -0.69
H 1.9099 -0.2308 2.0129 -0.93 1.15 -0.62
H 2.5596 -1.2002 2.7547 -0.22 1.30 1.35

Record 5
45
Properties=species:S:1:pos:R:3:forces:R:3 method="wB97M-V/def2-TZVPD" e_tot_ha=-1146.587147 total_charge=0
O 15.2525 -1.0314 -12.0471 -1.70 0.53 -2.34
H 15.6090 -1.4982 -11.3243 1.24 -1.11 2.10
H 14.4430 -1.5154 -12.2727 0.27 0.41 -0.01
O 17.5388 0.1077 -17.1530 -0.07 0.99 -2.18
H 17.5730 1.0696 -17.3097 -0.08 -0.76 0.17
H 17.4680 -0.0230 -16.2326 0.09 -0.28 1.72
O 14.1332 1.4968 -12.6227 -1.12 1.04 -1.60
H 14.4650 1.0745 -11.8479 0.49 -0.73 1.21
H 14.2049 0.9018 -13.3708 0.14 -0.19 0.22
O 17.6982 -2.5560 -13.3708 0.07 -0.67 0.62
H 18.3227 -2.2090 -14.0084 0.75 0.18 -0.21
H 16.8958 -2.1615 -13.6797 -1.02 0.25 0.08
O 19.1202 2.7319 -11.0452 0.05 -0.13 0.92
H 18.9624 3.1211 -11.9098 -0.28 0.17 -0.46
H 18.8636 3.4552 -10.4619 -0.02 -0.04 0.09
O 19.4806 -0.2793 -12.1238 1.30 2.68 -0.64
H 18.6497 0.1518 -12.4014 0.11 -0.32 0.19
H 19.2803 -1.1286 -11.8476 -0.75 -2.56 0.56
O 18.9734 4.0683 -13.3906 0.92 1.87 0.97
H 18.6178 3.3443 -13.8716 -0.16 -1.17 -0.66
H 19.9473 4.0809 -13.3500 -0.71 -0.34 -0.44
O 17.7608 0.6887 -9.5814 -0.63 -0.06 -1.13
H 17.9848 1.2249 -10.3748 0.12 -0.24 0.11
H 18.4319 0.9756 -8.9842 0.71 0.11 0.87
O 15.9798 1.6788 -15.0287 -0.13 1.42 0.10
H 15.6847 1.2825 -15.8291 -0.34 -1.00 -1.15
H 15.6294 2.5858 -15.1436 0.36 -0.43 0.67
O 19.1568 -1.1198 -15.0668 0.55 0.18 -0.83
H 19.1519 -0.1540 -15.0274 -0.15 0.21 0.61
H 19.8199 -1.2453 -15.7566 -0.16 -0.53 -0.02
O 16.6990 -1.9948 -10.0982 -1.20 1.14 0.92
H 17.0924 -2.7676 -10.4312 1.11 -1.44 -0.74
H 17.3592 -1.3001 -10.0113 0.35 0.26 0.08
O 17.1831 0.8302 -12.6743 0.38 0.02 0.45
H 17.0170 0.9287 -13.6073 -0.14 0.46 -0.65
H 16.5539 0.1553 -12.4111 -0.56 -0.51 0.22
O 19.0311 1.6417 -14.8889 1.25 0.49 0.54
H 18.7536 2.1756 -15.6438 0.39 0.03 0.08
H 19.9274 1.9527 -14.5717 -1.43 -0.53 -0.74
O 16.1211 3.3170 -12.2460 0.49 0.95 -0.16
H 16.4747 2.4670 -12.0034 0.90 -0.43 0.59
H 15.4093 2.9404 -12.7503 -1.29 0.15 -0.33
O 15.0645 1.2601 -10.0394 -0.43 -0.62 -2.40
H 15.9080 0.9390 -9.7678 1.11 -0.22 0.91
H 14.5909 1.6384 -9.3423 -0.74 0.81 1.69

Record 6
46
Properties=species:S:1:pos:R:3:forces:R:3 method="wB97M-V/def2-TZVPD" e_tot_ha=-1146.918695 total_charge=+1
O 0.3731 -2.5747 -1.0267 -0.47 0.34 -0.69
H -2.6494 -2.2287 -3.7233 -0.33 -0.25 0.29
H 0.9308 -2.4194 -0.2425 -0.41 -0.37 -0.20
O 0.7634 1.3600 4.2111 0.22 -0.13 0.14
H 1.1280 2.3229 0.8432 0.10 -0.51 -0.07
H -0.1894 1.2539 4.2002 -0.20 0.36 0.20
O 2.9416 0.9509 -1.9543 -0.25 -0.13 -0.13
H -1.9194 -1.7000 -0.2798 -0.53 0.28 0.37
H 0.2319 -0.1975 -2.4639 0.61 0.24 -0.69
O -1.8186 -2.4100 2.4976 0.00 -0.27 0.19
H -1.0189 0.8666 1.9252 0.04 0.44 -0.01
H -2.1468 -3.2484 2.8443 0.12 0.04 0.20
O -2.5662 2.0334 -2.6359 -0.46 -0.29 -0.08
H -3.2740 1.6605 -3.1724 0.23 -0.14 -0.29
H -3.0496 2.5093 -1.9469 0.28 0.34 0.13
O -1.8577 -1.7265 -3.8957 0.48 0.42 -0.52
H 3.2556 1.8385 -1.7616 0.14 0.14 0.27
H 3.2700 0.6979 -2.8201 0.30 0.10 -0.19
O -1.9383 -2.6331 -0.0441 0.48 -0.12 -0.35
H -1.4843 -1.4523 -3.0596 -0.27 -0.22 0.22
H 3.0588 3.3678 0.8018 -0.35 0.80 -0.06
O 1.0602 -0.7426 -2.4509 -1.87 0.64 0.63
H 0.9793 0.6323 3.6228 0.35 0.02 -0.04
H 4.0467 2.3064 0.8256 0.08 -0.45 -0.42
O -0.9768 0.1079 2.5109 0.86 -0.64 -0.32
H 1.5936 -0.0582 -1.9569 0.53 -0.54 0.05
H 0.7585 1.8885 -2.1255 1.21 0.79 -0.81
O 1.8837 -3.5960 1.8721 0.22 1.68 -1.03
H 1.4772 0.1185 0.9137 0.68 0.79 -1.27
O 0.1945 2.1851 1.0552 0.31 0.72 0.08
H -0.1136 3.1003 1.0080 -0.48 -0.11 0.11
H 1.8031 -3.4611 2.8147 -0.16 -1.01 0.14
O 3.3200 2.6204 0.2673 0.20 -0.21 0.56
H -1.7654 0.0100 3.0251 -0.91 0.07 0.09
H 0.5679 -1.4789 -1.6802 1.41 -1.36 -0.06
O 0.0048 1.5669 -1.6745 -1.38 -0.93 0.63
H -1.5478 -2.6635 0.8718 -0.89 0.24 -0.31
H -0.7523 1.6271 -2.2724 -0.39 0.53 -0.26
O 1.4121 -0.6865 0.3670 -0.49 0.79 2.52
H -0.6241 -2.7166 -0.7921 1.15 -0.28 0.42
H -2.8777 2.8865 0.5217 -0.15 0.25 0.09
O -2.3360 3.2659 -0.1795 -0.11 -0.38 0.16
H -1.7748 2.5226 -0.4377 0.39 0.11 -0.02
H -1.0038 -2.1819 2.9551 -0.03 -0.10 0.22
H 1.6388 -4.4325 1.4876 -0.18 -0.60 0.82
H 0.9912 -1.0917 1.1545 -0.07 -1.11 -0.72